(1)
Entry from the OMol25 dataset: CBr3ClS as an isolated structure (wB97M-V/def2-TZVPD).

Geometry as XYZ:
```
6
Properties=species:S:1:pos:R:3:forces:R:3:lowdin_charge:R:1
C -0.34918 -1.02245 -0.88657 -0.9 -0.4 -0.6 -1.813
S 0.87899 1.53399 2.42419 0.0 -0.2 0.3 0.025
Cl 0.74190 2.47131 0.70636 0.0 0.6 -0.2 -0.059
Br -1.18213 -2.70867 -0.84053 0.0 0.6 -0.1 0.612
Br 1.12965 -0.77792 0.10457 1.1 -0.2 0.7 0.625
Br -1.21923 0.50374 -1.50802 -0.3 -0.4 -0.1 0.610
```
Positions in Å, forces in eV/Å.

HOMO (alpha / beta), eV: -9.5 / -8.2
Spin multiplicity: 1
Calculated total energy, eV: -234518.7657
Net charge: 0
Orbital gap (alpha / beta), eV: 8.68 / 5.80
Relative energy (zero: lowest compared OMol25 entry of this formula, charge and spin), kcal/mol: 39.3

***

(2)
Entry from the OMol25 dataset: a 2-piece molecular cluster, C5H14S overall (wB97M-V/def2-TZVPD).

Geometry as XYZ:
```
20
Properties=species:S:1:pos:R:3:forces:R:3:lowdin_charge:R:1
C -0.06914 -3.05887 -0.83737 1.2 1.0 -0.6 -0.200
C 0.09577 -2.60516 0.60223 0.2 0.1 -0.1 -0.642
S -1.22956 -3.25546 1.66893 0.4 0.0 -0.1 0.670
H -0.90496 -2.67134 -1.40906 -0.6 -0.2 0.4 0.069
H 0.04583 -4.13383 -0.93464 -0.3 -0.2 0.0 0.063
H 0.78459 -2.63171 -1.38295 0.1 -0.2 0.0 0.070
H 1.10501 -2.90244 0.89923 -0.3 -0.4 0.4 0.065
H 0.13578 -1.52209 0.72799 -0.5 0.0 -0.2 0.060
H -1.21280 -4.42515 1.01828 -0.2 -0.1 0.2 -0.154
C -0.28966 4.75027 -0.96966 -1.0 -1.0 -0.2 -0.129
C 0.66225 3.62435 -0.51162 -0.9 0.7 -0.2 -0.314
C 1.95555 3.66673 -1.28909 0.2 -0.3 0.1 -0.132
H -0.25451 4.84419 -2.05618 0.2 0.6 0.0 0.066
H -0.21204 5.67823 -0.41520 0.6 0.3 -0.3 0.065
H -1.32627 4.44037 -0.78864 0.1 -0.1 0.1 0.064
H 0.14208 2.68375 -0.68559 0.1 -0.2 0.1 0.093
H 0.73338 3.78990 0.55873 0.6 -0.5 0.2 0.095
H 2.69175 2.89696 -1.05565 -0.4 -0.4 -0.1 0.069
H 1.74120 3.71084 -2.35407 0.0 -0.4 -0.2 0.070
H 2.49169 4.55800 -1.09560 0.5 1.3 0.3 0.054
```
Positions in Å, forces in eV/Å.

HOMO, eV: -9.0
Spin multiplicity: 1
Calculated total energy, eV: -16246.7797
SMILES string: CCC.CCS
Net charge: 0
Orbital gap, eV: 9.81
Relative energy (zero: lowest compared OMol25 entry of this formula, charge and spin), kcal/mol: 12.0

***

Look up the calculated total energy of the second one. -16246.7797 eV

***

Among the records above, which one has the highest relative energy (zero: lowest compared OMol25 entry of this formula, charge and spin)? CBr3ClS